1.
17
Properties=species:S:1:pos:R:3:forces:R:3:nbo_charge:R:1 method="wB97M-V/def2-TZVPD" e_above_lowest_kcal_mol=0.0 total_charge=-1
O 1.710126 0.689344 1.000411 0.02 0.03 0.02 -0.76
C 1.139853 -0.385271 1.252983 -0.06 -0.27 0.07 0.78
O -0.083682 -0.660823 1.079282 0.25 0.04 0.10 -0.84
C 2.006165 -1.522777 1.858569 -0.28 -0.16 -0.80 -0.73
H 1.633044 -2.497696 1.521118 0.07 0.17 0.04 0.20
H 3.043268 -1.401391 1.565201 0.18 0.04 -0.04 0.20
H 1.954681 -1.514905 2.932169 -0.11 0.14 0.60 0.20
C -0.230579 1.597816 -1.709124 0.62 -0.49 -0.27 -0.62
C -1.520138 1.174683 -1.055094 -0.10 -0.19 -0.50 -0.53
S -2.132091 -0.368034 -1.813526 -0.13 -0.22 0.09 0.03
S -2.772945 -1.472433 -0.171695 0.10 0.20 -0.40 -0.24
H -0.344511 1.762594 -2.775727 -0.13 0.28 -0.27 0.18
H 0.548192 0.837631 -1.608856 -0.23 -0.11 0.21 0.24
H 0.191028 2.471878 -1.233573 -0.08 0.43 0.10 0.22
H -2.288730 1.930904 -1.161314 -0.18 0.20 0.11 0.19
H -1.331663 0.934497 -0.031246 0.09 -0.09 0.73 0.28
H -1.522016 -1.576017 0.350422 -0.01 -0.01 0.21 0.23

=====

2.
Here is a structure of composition C11H23AlBeF2LiN4O12P from OMol25. Energies are from wB97M-V/def2-TZVPD.

XYZ file:
```
56
Properties=species:S:1:pos:R:3:forces:R:3:nbo_charge:R:1
O 0.084393 1.725225 0.564268 -1.64 1.36 -0.09 -0.75
C 1.130469 1.249712 0.175450 1.17 -1.97 1.63 0.91
O 1.856159 0.458848 0.918271 -0.38 3.79 -0.39 -0.73
N 1.589881 1.588101 -1.126258 0.19 1.01 1.00 -0.81
C 2.745765 0.736354 -1.401989 -1.39 1.91 -0.51 0.31
C 2.352868 -0.538715 -1.549317 0.29 -2.09 -0.65 -0.17
C 3.350136 -1.463347 -1.742383 -0.10 0.25 -0.29 -0.13
C 4.610617 -0.922649 -1.763033 1.43 -1.84 -0.29 -0.18
C 4.896102 0.410495 -1.620286 -0.03 0.55 0.00 0.06
N 3.915648 1.284140 -1.418921 0.45 0.92 -0.02 -0.48
H 1.654864 -0.562716 0.666050 -0.11 -4.02 0.03 0.49
H 0.819816 1.365483 -1.747282 -0.03 0.39 -0.35 0.43
H 1.319976 -0.785249 -1.433206 0.02 -0.34 -0.25 0.23
H 3.187895 -2.522179 -1.852810 -0.28 -0.20 -0.04 0.29
H 5.454955 -1.577447 -1.883588 0.38 -0.18 0.05 0.29
H 5.901034 0.771700 -1.656631 0.50 0.06 0.04 0.23
F 6.424375 -0.954192 -3.398648 -0.12 0.41 -0.05 -0.62
Be 1.469074 3.632028 -0.489324 0.24 -0.60 -0.51 0.42
O 5.468232 2.656747 -3.768914 0.86 -0.55 0.20 -0.67
H 4.947490 2.231431 -3.061789 -0.67 0.23 -0.01 0.50
H 5.530445 2.009104 -4.486493 0.05 0.06 -0.04 0.51
O 1.378690 -1.831588 0.508440 -0.72 1.00 0.73 -1.17
H 1.946436 -2.388046 1.053454 -0.07 0.10 -0.17 0.46
C -4.552938 -0.087982 2.174712 -0.25 0.17 -0.06 -0.41
N -4.154827 1.299536 2.601189 -0.08 -0.22 0.03 -0.21
C -5.229841 1.813996 3.499456 0.19 0.18 0.03 -0.40
C -4.042991 2.209674 1.396316 0.34 -0.16 0.21 -0.43
C -2.855156 1.293782 3.365991 0.12 0.03 -0.20 -0.16
C -1.623452 0.853596 2.628336 0.03 -0.40 -0.28 -0.13
O -1.780322 -0.496176 2.209548 0.12 0.17 0.25 -0.78
H -5.593438 -0.057175 1.861403 -0.02 0.03 0.02 0.23
H -3.934932 -0.409587 1.346393 0.04 -0.04 0.11 0.26
H -4.437633 -0.757075 3.023023 -0.03 -0.05 0.01 0.20
H -6.162174 1.835064 2.945282 -0.04 0.00 0.01 0.25
H -4.966058 2.817325 3.824696 -0.04 0.03 0.03 0.23
H -5.320044 1.149276 4.355804 -0.06 -0.01 0.01 0.21
H -3.291737 1.786483 0.717958 -0.34 0.21 0.14 0.25
H -3.746081 3.201601 1.731699 -0.03 0.00 0.07 0.23
H -5.012857 2.244161 0.908953 -0.01 -0.06 -0.03 0.24
H -2.982369 0.602659 4.219494 -0.61 0.33 0.00 0.06
H -2.714665 2.312142 3.724301 0.05 -0.05 0.22 0.25
H -0.772971 0.921742 3.315728 0.04 0.33 -0.01 0.20
H -1.409100 1.506395 1.790543 0.20 0.14 -0.05 0.27
H -0.967414 -0.766134 1.733396 0.16 -0.25 0.02 0.55
N -1.135426 -1.846929 -1.352398 1.12 -1.36 0.15 0.68
O -2.020142 -2.251302 -0.507282 -0.48 1.43 -0.30 -0.59
O -0.729512 -2.487800 -2.236941 0.33 -0.05 -0.21 -0.16
O -0.762146 -0.586993 -1.147240 -1.36 0.15 -0.17 -0.73
Li -2.381500 -0.754904 5.435419 0.40 -0.38 -0.16 0.99
F 5.207239 4.027122 -5.185667 -0.35 -0.02 0.06 -0.38
Al -2.590568 -0.207941 -0.719706 0.64 -0.46 0.05 0.86
O 0.231567 -5.730197 -3.043546 0.17 -0.49 0.38 -0.86
P 1.587932 -5.150699 -3.426746 -0.10 0.30 0.43 2.40
O 2.097821 -4.314315 -2.254376 -0.40 0.38 -0.19 -0.91
O 1.398870 -4.310952 -4.683809 0.58 0.25 -0.09 -0.82
O 2.611545 -6.231632 -3.736991 -0.36 -0.37 -0.45 -0.80
```
Forces are in eV/Å.

=====

Results for max |F|: 0.0169 0.0783 (in Eh/bohr, following the order of the records).
Results for electronic energy: -30061.5346 -64213.9354 (in eV, following the order of the records).